1.
72
Properties=species:S:1:pos:R:3 method="wB97M-V/def2-TZVPD" smiles="CNC(C)=O.CNC(C)=O.CNC(C)=O.CNC(C)=O.CNC(C)=O.CNC(C)=O" total_energy_ha=-1490.79945 e_above_lowest_ev=8.955 largest_force_ev_per_a=10.4 total_charge=0
C -1.01 -2.02 3.89
C -2.42 -1.41 3.93
O -3.09 -1.32 5.04
N -3.05 -1.25 2.80
C -4.35 -0.81 2.64
H -0.68 -2.13 2.81
H -1.21 -2.85 4.64
H -0.38 -1.24 4.49
H -2.62 -1.37 1.91
H -4.56 -0.49 1.55
H -4.57 0.17 3.03
H -5.10 -1.48 2.80
C -3.98 3.19 -2.03
C -2.57 2.98 -2.51
O -1.51 3.20 -1.96
N -2.46 2.41 -3.72
C -1.19 1.99 -4.43
H -4.71 2.54 -2.09
H -4.39 4.19 -2.38
H -3.87 3.42 -0.89
H -3.27 2.18 -4.29
H -0.25 2.54 -4.43
H -1.42 2.05 -5.56
H -1.08 1.03 -4.29
C 1.49 3.43 0.42
C 1.90 2.70 1.60
O 2.95 3.11 2.13
N 1.22 1.66 2.07
C 1.59 0.79 3.21
H 2.11 4.27 0.41
H 0.38 3.57 0.51
H 1.63 2.90 -0.50
H 0.47 1.22 1.52
H 0.83 0.95 3.87
H 2.65 1.04 3.29
H 1.71 -0.36 2.95
C 2.47 1.89 -4.21
C 2.01 0.54 -4.58
O 1.43 0.44 -5.65
N 2.38 -0.50 -3.76
C 2.08 -1.92 -4.13
H 2.35 1.95 -3.14
H 1.95 2.65 -4.86
H 3.48 1.85 -4.31
H 3.01 -0.34 -2.83
H 2.71 -2.27 -4.89
H 1.12 -1.83 -4.04
H 2.51 -2.74 -3.51
C 0.30 -0.04 -1.32
C -0.66 0.02 -0.04
O -0.97 -1.04 0.54
N -1.03 1.34 0.30
C -2.03 1.55 1.42
H 1.07 -0.91 -1.35
H 1.04 0.66 -1.12
H -0.06 0.28 -2.22
H -0.92 2.27 0.00
H -3.02 1.43 1.02
H -1.83 2.62 1.59
H -1.70 0.72 2.34
C 2.52 -5.35 3.57
C 2.78 -4.34 2.52
O 3.86 -3.81 2.40
N 1.79 -3.90 1.76
C 2.00 -2.97 0.66
H 2.55 -6.33 3.30
H 1.54 -5.07 4.05
H 3.20 -5.27 4.31
H 0.84 -4.27 2.08
H 1.05 -2.75 0.41
H 2.62 -3.34 0.11
H 2.35 -2.04 1.13

2.
72
Properties=species:S:1:pos:R:3 method="wB97M-V/def2-TZVPD" smiles="CNC(C)=O.CNC(C)=O.CNC(C)=O.CNC(C)=O.CNC(C)=O.CNC(C)=O" total_energy_ha=-1491.08503 e_above_lowest_ev=1.184 largest_force_ev_per_a=4.1 total_charge=0
C 32.78 0.70 -11.59
C 31.33 1.09 -11.42
O 30.66 0.63 -10.47
N 30.78 1.83 -12.36
C 29.31 2.13 -12.43
H 33.31 1.60 -11.28
H 33.11 0.39 -12.59
H 33.07 -0.16 -10.98
H 31.24 1.92 -13.26
H 28.73 1.35 -12.93
H 29.20 3.01 -13.07
H 28.93 2.35 -11.44
C 29.69 -1.89 -12.29
C 28.77 -2.98 -12.88
O 29.28 -4.09 -13.14
N 27.50 -2.71 -13.09
C 26.49 -3.57 -13.85
H 30.38 -2.31 -11.56
H 28.97 -1.22 -11.81
H 30.25 -1.53 -13.15
H 27.01 -1.92 -12.69
H 25.74 -3.94 -13.16
H 26.99 -4.44 -14.27
H 26.04 -2.94 -14.61
C 21.86 0.96 -13.33
C 21.25 -0.42 -13.50
O 21.14 -1.15 -12.48
N 20.87 -0.81 -14.70
C 20.82 -0.06 -15.95
H 21.06 1.68 -13.53
H 22.72 1.13 -13.98
H 22.22 0.99 -12.30
H 20.44 -1.73 -14.72
H 20.96 -0.76 -16.77
H 21.53 0.77 -15.96
H 19.79 0.29 -15.99
C 24.86 2.44 -15.65
C 24.51 1.15 -16.42
O 24.02 1.25 -17.52
N 24.79 -0.04 -15.87
C 24.20 -1.30 -16.34
H 25.80 2.33 -15.11
H 24.08 2.59 -14.91
H 24.95 3.27 -16.35
H 25.16 -0.08 -14.93
H 23.72 -1.76 -15.47
H 24.91 -2.00 -16.78
H 23.30 -1.22 -16.95
C 23.97 1.25 -7.64
C 23.37 1.78 -8.85
O 23.08 1.05 -9.82
N 23.11 3.11 -8.86
C 22.35 3.85 -9.82
H 23.25 0.82 -6.94
H 24.45 2.08 -7.12
H 24.68 0.47 -7.89
H 23.38 3.72 -8.11
H 21.77 4.56 -9.24
H 21.63 3.20 -10.32
H 22.92 4.30 -10.64
C 24.78 -1.17 -12.16
C 25.61 0.11 -12.25
O 26.64 0.12 -12.86
N 25.11 1.16 -11.67
C 25.69 2.50 -11.71
H 24.55 -1.57 -13.15
H 23.80 -1.01 -11.71
H 25.40 -1.81 -11.53
H 24.23 1.04 -11.19
H 26.23 2.70 -10.79
H 24.85 3.18 -11.83
H 26.36 2.69 -12.55

3.
68
Properties=species:S:1:pos:R:3 method="wB97M-V/def2-TZVPD" total_energy_ha=-1454.10766 largest_force_ev_per_a=2.0 total_charge=-1
C -4.12 4.34 -1.71
C -4.10 5.60 -0.89
O -3.04 5.57 0.07
B -1.76 5.75 -0.40
O -1.59 6.27 -1.67
P -0.23 5.31 0.76
O -0.83 3.65 0.90
C -0.01 2.83 1.69
C 0.75 3.75 2.63
C -0.05 4.03 3.90
C 0.41 5.27 4.62
O -0.34 6.16 5.02
O 1.08 4.86 1.87
H -4.05 3.49 -1.03
H -5.05 4.28 -2.27
H -3.30 4.29 -2.41
H -5.02 5.68 -0.32
H -4.02 6.49 -1.51
H -0.65 6.35 -1.79
H 0.59 4.87 -0.39
H 0.38 6.64 0.64
H -0.99 5.76 1.93
H -0.70 2.15 2.20
H 0.69 2.27 1.06
H 1.68 3.24 2.91
H -1.11 4.13 3.70
H 0.11 3.20 4.58
H 1.49 5.35 4.83
C -1.65 -4.04 2.76
C -1.09 -3.83 1.36
C -0.04 -2.72 1.28
C -0.54 -1.33 1.66
C -1.72 -0.81 0.85
C -1.41 -0.66 -0.64
H -2.16 -3.15 3.13
H -2.38 -4.86 2.77
H -0.86 -4.29 3.46
H -1.91 -3.62 0.66
H -0.64 -4.76 1.01
H 0.37 -2.70 0.27
H 0.80 -2.99 1.94
H 0.29 -0.62 1.56
H -0.81 -1.32 2.72
H -2.01 0.16 1.25
H -2.59 -1.47 0.98
H -0.58 0.03 -0.79
H -2.27 -0.25 -1.17
H -1.16 -1.61 -1.10
C 2.29 -1.97 -2.41
C 2.94 -3.12 -1.64
C 3.91 -3.94 -2.49
C 3.28 -4.65 -3.69
C 2.13 -5.58 -3.35
C 2.53 -6.74 -2.44
H 1.69 -2.33 -3.24
H 1.63 -1.40 -1.75
H 3.05 -1.29 -2.80
H 2.17 -3.77 -1.22
H 3.49 -2.71 -0.79
H 4.40 -4.68 -1.85
H 4.71 -3.29 -2.85
H 4.06 -5.21 -4.21
H 2.93 -3.90 -4.41
H 1.72 -5.99 -4.28
H 1.31 -5.02 -2.88
H 3.32 -7.34 -2.90
H 1.68 -7.40 -2.25
H 2.89 -6.39 -1.47

4.
79
Properties=species:S:1:pos:R:3 method="wB97M-V/def2-TZVPD" total_energy_ha=-3870.04960 e_above_lowest_ev=0.361 largest_force_ev_per_a=1.7 total_charge=0
O -0.65 -1.35 -1.96
O -2.41 -0.20 -5.49
C 0.35 -2.30 -2.43
C 0.68 -3.40 -1.43
H 1.24 -1.69 -2.63
H -0.02 -2.72 -3.39
H 0.83 -3.01 -0.41
H 1.62 -3.87 -1.74
H -0.10 -4.17 -1.43
C -1.71 -1.91 -1.10
C -2.63 -2.84 -1.87
H -2.27 -1.06 -0.69
H -1.23 -2.44 -0.26
H -3.14 -2.31 -2.68
H -3.39 -3.21 -1.18
H -2.09 -3.69 -2.30
C -3.53 0.69 -5.66
C -2.37 -1.29 -6.42
C -4.69 0.36 -4.74
H -3.89 0.67 -6.71
H -3.15 1.69 -5.43
H -5.12 -0.62 -4.99
H -5.47 1.12 -4.87
H -4.40 0.37 -3.68
C -3.63 -2.13 -6.49
H -1.52 -1.90 -6.09
H -2.16 -0.91 -7.43
H -3.94 -2.48 -5.49
H -3.43 -3.01 -7.11
H -4.46 -1.59 -6.96
H -0.63 0.09 -3.90
Ca 0.14 0.55 -0.77
C -0.30 1.15 -3.99
Si 0.44 1.75 -5.66
H -1.18 1.79 -3.81
H 0.46 1.37 -3.22
C 1.31 0.30 -6.49
C 1.67 3.17 -5.37
C -0.77 2.41 -6.95
C 2.43 -0.13 -0.79
Si 3.59 0.97 0.18
H 2.71 -0.37 -1.82
H 2.34 -1.11 -0.27
C 4.32 2.39 -0.81
C 5.10 0.01 0.77
C 2.66 1.66 1.65
H -0.26 2.57 -7.91
H -1.18 3.37 -6.64
H -1.61 1.72 -7.13
H 2.17 -0.03 -5.89
H 1.67 0.59 -7.48
H 0.61 -0.53 -6.59
H 2.27 3.02 -4.47
H 1.14 4.13 -5.28
H 2.37 3.27 -6.21
H 5.40 -0.74 0.01
H 4.91 -0.54 1.71
H 5.95 0.68 0.93
H 2.28 0.84 2.26
H 1.81 2.30 1.40
H 3.34 2.25 2.29
H 5.18 2.81 -0.27
H 3.59 3.20 -0.95
H 4.65 2.06 -1.80
F 0.90 -2.60 3.52
C 0.61 -1.29 3.70
F 0.10 -1.09 4.93
F 1.79 -0.62 3.62
S -0.62 -0.68 2.39
O 0.14 -0.77 1.12
O -1.85 -1.42 2.43
N -0.65 0.84 2.88
S -1.40 1.92 1.94
O -0.56 2.20 0.74
O -2.80 1.74 1.72
C -1.17 3.40 3.04
F -2.04 3.37 4.08
F 0.10 3.45 3.50
F -1.41 4.51 2.30

5.
73
Properties=species:S:1:pos:R:3 method="wB97M-V/def2-TZVPD" total_energy_ha=-3371.53737 e_above_lowest_ev=3.783 largest_force_ev_per_a=4.3 total_charge=0
Sn 0.03 -0.27 -0.20
Cl -0.02 0.36 -2.57
P -2.31 -0.60 -0.43
C -2.79 -1.48 -2.03
C -3.25 -1.53 0.88
C -3.09 1.09 -0.65
C -1.80 -2.55 -2.48
H -2.74 -0.67 -2.76
C -4.20 -2.06 -2.04
H -4.24 -3.02 -1.52
H -4.50 -2.24 -3.07
H -4.95 -1.41 -1.59
H -0.94 -2.11 -2.97
H -2.29 -3.21 -3.19
H -1.45 -3.16 -1.65
H -2.59 1.40 -1.57
C -2.73 2.09 0.44
C -4.59 1.10 -0.90
H -4.85 0.76 -1.90
H -4.97 2.12 -0.80
H -5.14 0.49 -0.18
H -1.86 1.77 1.01
H -3.55 2.26 1.13
H -2.49 3.05 -0.02
C -2.64 -2.91 1.09
H -4.25 -1.67 0.46
C -3.41 -0.78 2.20
H -2.81 -3.58 0.25
H -3.09 -3.38 1.97
H -1.57 -2.84 1.25
H -2.48 -0.33 2.52
H -3.73 -1.48 2.97
H -4.17 -0.01 2.13
Cl 0.09 -0.87 2.04
H 0.26 -1.69 -0.96
P 2.37 0.16 -0.34
C 2.78 1.78 -1.22
C 3.40 0.24 1.21
C 3.11 -1.11 -1.50
C 1.78 2.91 -0.97
H 2.69 1.50 -2.27
C 4.20 2.30 -0.98
H 4.28 2.82 -0.02
H 4.45 3.03 -1.75
H 4.96 1.53 -1.00
H 0.87 2.75 -1.53
H 2.22 3.85 -1.30
H 1.53 3.01 0.08
H 2.55 -0.87 -2.41
C 2.76 -2.55 -1.12
C 4.59 -0.98 -1.79
H 4.82 -0.13 -2.43
H 4.94 -1.87 -2.32
H 5.19 -0.90 -0.88
H 2.01 -2.61 -0.34
H 3.64 -3.10 -0.79
H 2.37 -3.07 -2.00
C 2.85 1.29 2.16
H 4.38 0.57 0.87
C 3.59 -1.11 1.90
H 3.17 2.29 1.91
H 3.20 1.08 3.18
H 1.76 1.27 2.17
H 2.65 -1.60 2.11
H 4.10 -0.95 2.85
H 4.21 -1.78 1.32
F 1.35 3.59 2.71
Te -0.32 2.49 2.87
F -0.64 3.28 4.69
F -1.33 4.00 2.03
F 0.61 1.06 3.96
F -2.05 1.61 3.26
O 0.08 1.59 0.82

6.
67
Properties=species:S:1:pos:R:3 method="wB97M-V/def2-TZVPD" multiplicity=5 total_energy_ha=-2902.62759 s2=6.01 largest_force_ev_per_a=1.6 total_charge=0
Pd -0.04 -0.14 -0.04
Cl -0.06 0.60 -2.29
P -2.36 -0.37 -0.16
C -2.83 -1.23 -1.73
C -3.29 -1.29 1.17
C -3.13 1.32 -0.36
C -1.83 -2.32 -2.19
H -2.77 -0.41 -2.47
C -4.25 -1.82 -1.74
H -4.28 -2.80 -1.22
H -4.54 -2.00 -2.79
H -5.00 -1.15 -1.29
H -0.97 -1.86 -2.68
H -2.34 -2.99 -2.91
H -1.48 -2.93 -1.34
H -2.61 1.64 -1.30
C -2.79 2.33 0.73
C -4.64 1.33 -0.61
H -4.89 0.99 -1.63
H -5.00 2.37 -0.51
H -5.18 0.72 0.13
H -1.90 2.02 1.32
H -3.62 2.49 1.44
H -2.52 3.30 0.26
C -2.67 -2.68 1.38
H -4.30 -1.43 0.74
C -3.45 -0.53 2.50
H -2.85 -3.35 0.52
H -3.13 -3.14 2.28
H -1.58 -2.59 1.56
H -2.49 -0.09 2.82
H -3.77 -1.25 3.27
H -4.22 0.25 2.42
Cl 0.05 -0.77 2.43
H 0.23 -1.55 -0.71
P 2.37 0.41 -0.07
C 2.75 2.02 -0.93
C 3.37 0.48 1.50
C 3.07 -0.87 -1.21
C 1.75 3.16 -0.71
H 2.65 1.73 -1.99
C 4.17 2.54 -0.68
H 4.24 3.07 0.29
H 4.41 3.27 -1.47
H 4.94 1.75 -0.72
H 0.82 2.99 -1.25
H 2.20 4.12 -1.02
H 1.51 3.27 0.38
H 2.50 -0.62 -2.13
C 2.72 -2.32 -0.82
C 4.57 -0.73 -1.50
H 4.78 0.13 -2.15
H 4.90 -1.64 -2.03
H 5.16 -0.66 -0.56
H 1.95 -2.37 -0.03
H 3.62 -2.87 -0.49
H 2.33 -2.83 -1.72
C 2.83 1.54 2.47
H 4.36 0.81 1.15
C 3.55 -0.88 2.19
H 3.14 2.56 2.19
H 3.17 1.31 3.49
H 1.72 1.50 2.49
H 2.58 -1.36 2.40
H 4.07 -0.70 3.16
H 4.19 -1.56 1.59
Cl 0.12 2.06 1.16